# 1
The following is a quantum chemistry calculation of the molecule C6H13N at a distorted geometry, from the OMol25 dataset.

Positions of all 20 atoms, in Å:
C1 3.126 0.004 0.239
C2 1.655 0.416 -0.023
C3 0.658 -0.519 0.660
C4 -0.800 -0.517 0.121
C5 -1.527 0.498 0.556
N1 -2.299 1.408 -0.153
C6 -1.164 -1.337 -1.269
H1 3.171 -0.383 1.279
H2 3.519 -0.825 -0.434
H3 3.851 0.923 0.141
H4 1.367 0.317 -1.051
H5 1.364 1.324 0.434
H6 1.026 -1.576 0.734
H7 0.674 -0.178 1.787
H8 -1.627 0.683 1.581
H9 -2.211 1.284 -1.090
H10 -3.031 1.889 0.236
H11 -0.924 -0.724 -2.093
H12 -2.120 -1.531 -0.990
H13 -0.652 -2.327 -1.166

SMILES   CCC/C(C)=C/N
Energy   -291.0648 hartree
ΔE to the lowest compared entry with this formula, charge and spin   58.9 kcal per mole
2S+1   1
Orbital gap   8.47 eV

=====

# 2
The following is a quantum chemistry calculation of the molecule C6H10O at a distorted geometry, from the OMol25 dataset.

Positions of all 17 atoms, in Å:
O1 1.292 1.615 -0.597
C1 -1.629 0.233 1.254
C2 -2.173 0.103 -0.002
C3 0.850 0.541 -1.382
C4 0.946 -0.818 -0.639
C5 0.803 -0.672 0.861
C6 -0.232 -0.209 1.587
H1 2.191 1.411 -0.312
H2 -2.097 0.540 2.233
H3 -3.217 0.336 -0.369
H4 -1.781 -0.393 -0.896
H5 1.425 0.476 -2.321
H6 -0.188 0.763 -1.644
H7 0.198 -1.534 -1.015
H8 1.928 -1.265 -0.844
H9 1.693 -0.961 1.430
H10 -0.010 -0.166 2.657

SMILES   C=C/C=C\CCO
Energy   -309.7709 hartree
ΔE to the lowest compared entry with this formula, charge and spin   44.9 kcal per mole
2S+1   1
Orbital gap   9.36 eV

=====

# 3
The following is a quantum chemistry calculation of a structure of composition C2H5NOS at a distorted geometry, from the OMol25 dataset.

Positions of all 10 atoms, in Å:
C1 0.296 0.045 1.674
C2 0.051 -0.340 -1.615
H1 0.231 -1.056 1.144
H2 1.386 0.244 2.329
H3 -0.775 -0.108 2.154
H4 -1.742 0.809 -1.081
H5 1.124 -0.644 -1.143
N1 -0.725 0.500 -0.788
O1 -0.279 -0.595 -2.879
S1 0.433 1.145 0.205

Energy   -607.2779 hartree
ΔE to the lowest compared entry with this formula, charge and spin   80.9 kcal per mole
2S+1   1
Orbital gap   10.03 eV

=====

# 4
The following is a quantum chemistry calculation of the molecule C4H5NO, from the OMol25 dataset.

Positions of all 11 atoms, in Å:
C1 -1.654 -0.354 -0.057
C2 -0.191 -0.063 -0.011
C3 0.459 1.067 0.348
O1 1.802 0.852 0.219
C4 1.888 -0.417 -0.218
N1 0.758 -1.016 -0.376
H1 -1.865 -1.310 0.431
H2 -2.006 -0.425 -1.091
H3 -2.226 0.430 0.448
H4 0.154 2.043 0.694
H5 2.882 -0.807 -0.386

SMILES   Cc1cocn1
Energy   -285.4026 hartree
ΔE to the lowest compared entry with this formula, charge and spin   7.5 kcal per mole
2S+1   1
Orbital gap   10.30 eV